No. 1
Below is the molecule C2Br2F2O, with properties calculated with ωB97M-V with the def2-TZVPD basis set.

Each line ends with the Löwdin charge.
Geometry (Å):
O: -1.47 -0.79 0.54  0.089
C: -0.29 -0.70 0.40  -0.927
Br: 0.83 -2.08 0.79  0.871
C: 0.45 0.46 -0.18  -0.894
F: 1.28 1.12 0.60  0.101
F: -0.46 1.38 -0.63  0.025
Br: 1.27 -0.26 -1.87  0.735

Properties
- strongest force on any atom (eV/A) = 3.550
- ΔE to the lowest compared entry with this formula, charge and spin (kJ/mol) = 17.9
- SMILES = O=C(Br)C(F)(F)Br
- HOMO-LUMO gap (eV) = 10.150
- HOMO (eV) = -10.8

---

No. 2
Below is a structure of composition C2Br3NO2, with properties calculated with ωB97M-V with the def2-TZVPD basis set.

Each line ends with the Löwdin charge.
Geometry (Å):
C: 1.84 -0.71 -0.09  -0.287
C: -1.11 0.47 0.16  -1.627
N: 1.26 0.36 -0.18  0.066
O: 2.69 -1.49 -0.36  0.175
O: 0.17 0.94 0.44  -0.302
Br: -1.09 0.03 -1.84  0.606
Br: -2.31 1.70 0.78  0.799
Br: -1.45 -1.29 1.09  0.571

Properties
- strongest force on any atom (eV/A) = 3.499
- ΔE to the lowest compared entry with this formula, charge and spin (kJ/mol) = 265.4
- HOMO-LUMO gap (eV) = 9.843
- HOMO (eV) = -10.6

---

No. 3
Below is a structure of composition C2Br4O, with properties calculated with ωB97M-V with the def2-TZVPD basis set.

Each line ends with the Löwdin charge.
Geometry (Å):
C: -0.36 1.41 -0.36  -0.823
C: 0.33 -0.82 0.47  -1.728
O: -0.23 2.25 0.38  0.095
Br: -1.11 1.20 -2.01  0.784
Br: 1.05 -0.98 2.23  0.583
Br: -1.16 -1.97 0.31  0.550
Br: 1.50 -1.08 -1.02  0.539

Properties
- strongest force on any atom (eV/A) = 4.506
- ΔE to the lowest compared entry with this formula, charge and spin (kJ/mol) = 248.6
- HOMO-LUMO gap (alpha / beta) (eV) = 7.166 / 7.594
- HOMO (alpha / beta) (eV) = -8.5 / -8.7

---

No. 4
Below is a cluster of 3 separate species, C2BrCl3S in total, with properties calculated with ωB97M-V with the def2-TZVPD basis set.

Each line ends with the Löwdin charge.
Geometry (Å):
C: 0.73 0.86 1.05  -0.724
C: 1.77 0.72 0.44  -0.782
S: -3.19 -0.67 0.40  0.161
Cl: -0.65 1.47 1.61  0.688
Cl: 3.08 0.23 -0.35  0.684
Cl: -2.30 -1.69 -0.99  0.047
Br: 0.56 -0.93 -2.16  -0.074

Properties
- strongest force on any atom (eV/A) = 2.420
- HOMO-LUMO gap (alpha / beta) (eV) = 4.233 / 4.218
- HOMO (alpha / beta) (eV) = -8.9 / -8.9

---

No. 5
Below is a cluster of 2 separate species, C2BrCl5S in total, with properties calculated with ωB97M-V with the def2-TZVPD basis set.

Each line ends with the Löwdin charge.
Geometry (Å):
C: -1.35 1.05 0.42  -1.607
C: 1.56 -0.92 -0.30  -1.903
S: -2.65 0.21 1.09  0.308
Cl: 0.30 0.86 0.85  0.657
Cl: -1.56 2.05 -0.96  0.567
Cl: 0.66 -1.13 -1.70  0.602
Cl: 3.02 -0.15 -0.59  0.583
Cl: 1.59 -2.11 0.91  0.592
Br: -3.34 -1.27 -0.35  0.201

Properties
- strongest force on any atom (eV/A) = 1.445
- ΔE to the lowest compared entry with this formula, charge and spin (kJ/mol) = 237.9
- HOMO-LUMO gap (alpha / beta) (eV) = 6.262 / 7.931
- HOMO (alpha / beta) (eV) = -8.2 / -8.7

---

No. 6
Below is a cluster of 2 separate species, C2BrF2IO in total, with properties calculated with ωB97M-V with the def2-TZVPD basis set.

Each line ends with the Löwdin charge.
Geometry (Å):
C: -0.45 -0.75 -0.48  -0.970
C: 0.32 -0.23 0.64  -0.748
O: 0.06 -1.25 -1.42  0.037
F: -0.17 1.73 0.36  -0.351
F: -0.19 -0.57 1.82  0.046
Br: 2.18 -0.22 0.62  0.946
I: -2.47 -0.42 -0.41  1.039

Properties
- strongest force on any atom (eV/A) = 3.929
- ΔE to the lowest compared entry with this formula, charge and spin (kJ/mol) = 223.9
- HOMO-LUMO gap (eV) = 8.167
- HOMO (eV) = -10.4

---

No. 7
Below is a structure of composition C2BrF3O, with properties calculated with ωB97M-V with the def2-TZVPD basis set.

Each line ends with the Löwdin charge.
Geometry (Å):
C: -0.63 -0.23 -0.69  -0.797
C: 0.77 0.35 0.53  -0.522
O: -1.48 0.03 0.06  0.155
F: -0.14 -1.49 -0.91  0.084
F: -0.53 0.51 -1.79  0.140
F: 0.73 1.62 0.99  -0.014
Br: 1.27 -0.78 1.81  0.954

Properties
- strongest force on any atom (eV/A) = 3.861
- ΔE to the lowest compared entry with this formula, charge and spin (kJ/mol) = 191.8
- HOMO-LUMO gap (eV) = 9.118
- HOMO (eV) = -10.7

---

No. 8
Below is a structure of composition C2BrI3, with properties calculated with ωB97M-V with the def2-TZVPD basis set.

Each line ends with the Löwdin charge.
Geometry (Å):
C: -0.46 -0.17 0.49  -1.444
C: 0.36 0.31 -0.56  -1.553
Br: -1.88 -1.35 0.13  0.580
I: -0.05 0.14 2.52  0.779
I: 2.04 1.37 -0.13  0.808
I: -0.01 -0.30 -2.47  0.830

Properties
- strongest force on any atom (eV/A) = 4.395
- ΔE to the lowest compared entry with this formula, charge and spin (kJ/mol) = 17.5
- HOMO-LUMO gap (eV) = 8.644
- HOMO (eV) = -8.8

---

No. 9
Below is a structure of composition C2BrI3O, with properties calculated with ωB97M-V with the def2-TZVPD basis set.

Each line ends with the Löwdin charge.
Geometry (Å):
C: -1.27 0.30 -0.55  -0.904
C: -0.41 0.54 1.30  -1.902
O: -2.42 0.20 -0.75  0.007
Br: 0.01 0.24 -1.95  0.679
I: -0.49 2.65 1.46  0.713
I: -1.63 -0.57 2.76  0.657
I: 1.52 -0.09 1.31  0.749

Properties
- strongest force on any atom (eV/A) = 3.284
- ΔE to the lowest compared entry with this formula, charge and spin (kJ/mol) = 138.8
- HOMO-LUMO gap (eV) = 8.131
- HOMO (eV) = -9.4

---

No. 10
Below is a cluster of 2 separate species, C2Cl2FNS in total, with properties calculated with ωB97M-V with the def2-TZVPD basis set.

Each line ends with the Löwdin charge.
Geometry (Å):
C: -2.00 -0.48 0.61  -0.905
C: 1.27 0.34 -0.43  -1.274
N: -2.16 -1.62 0.45  0.104
F: 0.80 0.88 -1.61  -0.071
S: -1.74 1.08 0.89  0.747
Cl: 1.40 -1.34 -0.33  0.688
Cl: 2.43 1.16 0.42  0.711

Properties
- strongest force on any atom (eV/A) = 2.240
- ΔE to the lowest compared entry with this formula, charge and spin (kJ/mol) = 215.1
- HOMO-LUMO gap (alpha / beta) (eV) = 9.232 / 5.564
- HOMO (alpha / beta) (eV) = -10.2 / -9.0

---

No. 11
Below is the molecule C2Cl2N2, with properties calculated with ωB97M-V with the def2-TZVPD basis set.

Each line ends with the Löwdin charge.
Geometry (Å):
N: 2.45 -0.34 -0.01  0.198
C: 1.33 -0.11 -0.11  -0.252
C: -0.06 0.11 -0.05  -0.784
Cl: -0.44 1.90 0.03  0.599
N: -0.82 -0.87 0.09  -0.418
Cl: -2.46 -0.68 0.04  0.657

Properties
- strongest force on any atom (eV/A) = 2.529
- ΔE to the lowest compared entry with this formula, charge and spin (kJ/mol) = 71.5
- SMILES = N#C/C(Cl)=N/Cl
- HOMO-LUMO gap (eV) = 10.302
- HOMO (eV) = -11.2

---

No. 12
Below is the molecule C2Cl2N2O4, with properties calculated with ωB97M-V with the def2-TZVPD basis set.

Each line ends with the Löwdin charge.
Geometry (Å):
O: 1.34 1.67 0.63  0.143
N: 0.99 1.14 -0.35  -0.391
O: 1.26 1.40 -1.46  0.058
C: 0.20 -0.13 -0.18  -0.132
C: -0.46 -0.60 -1.26  -0.957
Cl: -1.04 -2.23 -1.36  0.769
Cl: -1.03 0.36 -2.56  0.751
N: 0.41 -0.95 1.01  -0.345
O: -0.28 -1.95 1.00  -0.020
O: 1.05 -0.51 1.94  0.125

Properties
- strongest force on any atom (eV/A) = 2.985
- ΔE to the lowest compared entry with this formula, charge and spin (kJ/mol) = 86.2
- SMILES = O=[N+]([O-])C(=C(Cl)Cl)[N+](=O)[O-]
- HOMO-LUMO gap (eV) = 9.370
- HOMO (eV) = -11.1

---

No. 13
Below is a structure of composition C2Cl3O2, with properties calculated with ωB97M-V with the def2-TZVPD basis set.

Each line ends with the Löwdin charge.
Geometry (Å):
C: -0.51 -0.04 -1.28  -0.617
C: 0.21 0.15 0.68  -1.518
O: -1.65 -0.30 -1.20  0.108
O: 0.47 0.12 -1.96  0.068
Cl: -0.38 -1.40 1.51  0.153
Cl: 1.97 -0.19 0.77  0.379
Cl: -0.10 1.65 1.47  0.427

Properties
- strongest force on any atom (eV/A) = 4.079
- 2S+1 = 3
- HOMO-LUMO gap (alpha / beta) (eV) = 3.783 / 7.205
- charge = -1
- HOMO (alpha / beta) (eV) = -0.2 / -5.7

---

No. 14
Below is a cluster of 2 separate species, C2Cl5N in total, with properties calculated with ωB97M-V with the def2-TZVPD basis set.

Each line ends with the Löwdin charge.
Geometry (Å):
C: 0.56 0.63 1.18  -1.236
C: -0.82 -0.65 -1.16  -1.625
N: -0.41 -0.13 1.01  -0.022
Cl: 0.94 1.35 2.68  0.623
Cl: 1.72 1.30 -0.18  0.378
Cl: -1.24 0.92 -1.94  0.553
Cl: -2.03 -1.72 -0.77  0.681
Cl: 0.68 -1.25 -1.57  0.648

Properties
- strongest force on any atom (eV/A) = 3.374
- ΔE to the lowest compared entry with this formula, charge and spin (kJ/mol) = 0.0
- HOMO-LUMO gap (alpha / beta) (eV) = 7.715 / 7.714
- HOMO (alpha / beta) (eV) = -9.4 / -9.4

---

No. 15
Below is a cluster of 2 separate species, C2ClF2OS in total, with properties calculated with ωB97M-V with the def2-TZVPD basis set.

Each line ends with the Löwdin charge.
Geometry (Å):
C: -0.74 -0.35 0.38  -1.014
C: 0.37 0.38 -0.30  -0.642
O: -0.74 -1.05 1.40  -0.069
F: 0.31 0.96 -1.50  0.014
F: 1.70 -1.65 -0.51  -0.562
S: -2.21 0.35 -0.26  0.532
Cl: 1.31 1.35 0.79  0.741

Properties
- strongest force on any atom (eV/A) = 3.790
- ΔE to the lowest compared entry with this formula, charge and spin (kJ/mol) = 350.2
- HOMO-LUMO gap (alpha / beta) (eV) = 6.587 / 6.585
- charge = -1
- HOMO (alpha / beta) (eV) = -4.8 / -4.7

---

No. 16
Below is a cluster of 2 separate species, C2ClF3 in total, with properties calculated with ωB97M-V with the def2-TZVPD basis set.

Each line ends with the Löwdin charge.
Geometry (Å):
F: 0.92 1.74 0.41  0.112
C: 0.91 0.53 -0.05  -0.162
C: 1.18 -0.49 -0.60  -0.152
F: 1.40 -1.70 -0.96  0.120
F: -2.53 0.75 0.43  -0.543
Cl: -1.88 -0.83 0.77  0.625

Properties
- strongest force on any atom (eV/A) = 2.574
- ΔE to the lowest compared entry with this formula, charge and spin (kJ/mol) = 495.8
- SMILES = FC#CF.FCl
- HOMO-LUMO gap (eV) = 8.623
- HOMO (eV) = -10.5

---

No. 17
Below is the molecule C2ClF3N2, with properties calculated with ωB97M-V with the def2-TZVPD basis set.

Each line ends with the Löwdin charge.
Geometry (Å):
F: 1.77 0.01 -1.09  0.110
C: 0.64 0.53 -0.58  -0.625
F: -0.23 1.01 -1.45  0.161
F: 0.92 1.44 0.30  0.177
C: -0.19 -0.68 0.29  -0.859
Cl: 0.62 -2.16 0.23  0.753
N: -1.57 -0.47 0.42  0.133
N: -0.96 -0.36 1.46  0.150

Properties
- strongest force on any atom (eV/A) = 4.931
- ΔE to the lowest compared entry with this formula, charge and spin (kJ/mol) = 53.2
- SMILES = FC(F)(F)C1(Cl)N=N1
- HOMO-LUMO gap (eV) = 10.513
- HOMO (eV) = -10.7

---

No. 18
Below is a cluster of 2 separate species, C2ClF3OS in total, with properties calculated with ωB97M-V with the def2-TZVPD basis set.

Each line ends with the Löwdin charge.
Geometry (Å):
C: -1.05 -0.69 0.07  -0.329
C: 2.06 0.32 -0.07  -0.847
O: -3.62 -0.40 -0.07  -0.543
F: -0.98 0.43 -0.64  -0.012
F: 1.77 -0.43 1.01  0.019
F: 2.72 1.44 0.29  0.027
S: -2.55 -1.26 0.46  0.887
Cl: 2.56 -0.46 -1.43  0.798

Properties
- strongest force on any atom (eV/A) = 2.643
- ΔE to the lowest compared entry with this formula, charge and spin (kJ/mol) = 105.4
- HOMO-LUMO gap (alpha / beta) (eV) = 9.695 / 6.423
- HOMO (alpha / beta) (eV) = -10.1 / -9.2

---

No. 19
Below is a cluster of 2 separate species, C2ClF4NO2 in total, with properties calculated with ωB97M-V with the def2-TZVPD basis set.

Each line ends with the Löwdin charge.
Geometry (Å):
C: 0.77 0.29 0.17  -0.274
C: -0.39 0.96 0.84  -0.816
N: -0.15 -1.49 -1.67  -0.274
O: -0.90 -0.91 -2.32  0.147
O: -0.02 -2.51 -1.16  0.152
F: 1.83 0.99 -0.17  0.155
F: 1.08 -0.90 0.79  0.063
F: -0.54 2.22 0.23  0.042
F: -1.50 0.28 0.65  0.090
Cl: -0.17 1.09 2.64  0.716

Properties
- strongest force on any atom (eV/A) = 3.762
- ΔE to the lowest compared entry with this formula, charge and spin (kJ/mol) = 258.0
- HOMO-LUMO gap (alpha / beta) (eV) = 8.610 / 9.039
- HOMO (alpha / beta) (eV) = -9.9 / -10.1

---

No. 20
Below is a cluster of 2 separate species, C2ClIN2O in total, with properties calculated with ωB97M-V with the def2-TZVPD basis set.

Each line ends with the Löwdin charge.
Geometry (Å):
C: 1.94 -0.48 -0.35  -0.853
C: -1.00 0.24 0.57  -0.726
N: 2.00 -0.02 0.68  0.105
N: -1.60 1.05 -0.04  -0.201
O: -1.99 1.93 -0.71  0.115
Cl: 1.96 -1.29 -1.77  0.744
I: -1.30 -1.43 1.62  0.816

Properties
- strongest force on any atom (eV/A) = 3.927
- 2S+1 = 3
- HOMO-LUMO gap (alpha / beta) (eV) = 6.731 / 6.099
- HOMO (alpha / beta) (eV) = -6.4 / -9.4

---

Quick rundown of total energy, same order as above: -149640.587, -217782.912, -284287.944, -120512.640, -145560.437, -87696.387, -82313.097, -96416.890, -98463.611, -42157.999, -30096.736, -38280.915, -43733.674, -66172.724, -32912.541, -22742.356, -25726.555, -35625.228, -31045.616, -27717.145 eV